[1]
Below is one molecule with the formula C5H7O3, with properties calculated with ωB97M-V with the def2-TZVPD basis set.

## Properties
Kohn-Sham gap (spin up / spin down): 7.814 / 10.810 eV
HOMO (spin up / spin down): -6.957 / -10.298 eV
E_LUMO (spin up / spin down): 0.86 / 0.51 eV
charge: 0
multiplicity: 2
energy above the lowest of the compared OMol25 structures with the same formula, charge and spin: 0.00 kJ/mol

Geometry as XYZ:
```
15
C5H7O3, DFT ωB97M-V with the def2-TZVPD basis set
H -0.971 -1.699 -0.972
C 0.450 -1.152 0.792
O 0.350 -1.884 1.716
C 0.341 0.289 0.252
C 0.295 1.334 1.370
C 1.467 0.511 -0.730
C 1.297 1.267 -1.832
O -0.916 0.169 -0.459
O -1.347 -1.200 -0.226
H 1.197 1.262 1.996
H 0.214 2.348 0.971
H -0.598 1.145 1.960
H 2.379 -0.043 -0.525
H 2.104 1.435 -2.554
H 0.373 1.821 -2.020
```

***

[2]
Below is a 13-piece molecular cluster, C46H49F5N8 overall, with properties calculated with ωB97M-V with the def2-TZVPD basis set.

## Properties
Kohn-Sham gap (spin up / spin down): 2.124 / 7.321 eV
HOMO (spin up / spin down): 0.156 / -5.062 eV
E_LUMO (spin up / spin down): 2.28 / 2.26 eV
charge: -1
multiplicity: 2

Geometry as XYZ:
```
108
C46H49F5N8, DFT ωB97M-V with the def2-TZVPD basis set
F -2.902 1.937 0.131
C -3.990 1.168 0.116
C -3.936 -0.126 0.693
C -5.154 -0.894 0.574
C -6.289 -0.346 -0.003
C -6.280 0.911 -0.541
C -5.126 1.679 -0.526
H -3.043 -0.613 1.055
H -5.114 -1.827 1.115
H -7.156 -0.987 0.064
H -7.215 1.247 -0.966
H -5.120 2.667 -0.963
F -1.428 -8.854 4.229
C -1.689 -8.071 3.161
C -0.901 -6.948 3.000
C -1.193 -6.049 1.982
C -2.242 -6.300 1.105
C -3.096 -7.386 1.333
C -2.860 -8.265 2.394
H -0.165 -6.660 3.736
H -0.669 -5.105 1.963
H -2.369 -5.646 0.255
H -3.936 -7.525 0.669
H -3.561 -9.048 2.646
F 5.866 4.855 -3.097
C 4.962 3.871 -3.153
C 5.342 2.566 -2.841
C 4.355 1.557 -2.810
C 3.031 1.904 -3.213
C 2.734 3.247 -3.488
C 3.674 4.217 -3.415
H 6.342 2.323 -2.515
H 4.620 0.592 -2.404
H 2.268 1.144 -3.300
H 1.706 3.493 -3.710
H 3.352 5.216 -3.669
F -3.072 7.092 -1.971
C -1.948 6.454 -1.685
C -1.931 5.120 -1.302
C -0.715 4.476 -1.102
C 0.474 5.161 -1.284
C 0.473 6.534 -1.535
C -0.764 7.147 -1.607
H -2.838 4.534 -1.277
H -0.711 3.431 -0.827
H 1.438 4.677 -1.226
H 1.386 7.111 -1.550
H -0.782 8.210 -1.794
F -0.042 -0.344 3.192
C 0.130 -0.251 1.880
C -0.155 -1.404 1.177
C 0.110 -1.439 -0.203
C 0.669 -0.380 -0.895
C 0.793 0.837 -0.242
C 0.549 0.883 1.140
H -0.393 -2.333 1.672
H -0.145 -2.382 -0.664
H 0.944 -0.551 -1.926
H 1.154 1.674 -0.820
H 0.908 1.774 1.633
C 4.244 2.385 0.826
C 3.857 2.053 2.157
N 3.553 1.721 3.226
H 3.528 2.017 0.092
H 5.177 1.912 0.518
H 4.302 3.468 0.716
C 1.349 0.365 -6.226
C 1.478 -0.712 -5.186
N 1.488 -1.538 -4.404
H 1.160 1.285 -5.673
H 0.555 0.104 -6.926
H 2.318 0.487 -6.710
C 0.914 3.519 4.524
C 1.189 4.028 3.163
N 1.485 4.486 2.132
H 0.421 2.548 4.472
H 0.339 4.272 5.063
H 1.870 3.306 5.004
C 1.969 -4.899 -3.977
C 1.212 -4.641 -2.779
N 0.621 -4.459 -1.828
H 2.902 -4.392 -3.731
H 1.676 -4.371 -4.885
H 1.943 -5.973 -4.162
C -2.455 -0.104 -2.632
C -1.448 0.815 -3.177
N -0.573 1.529 -3.535
H -3.464 0.293 -2.739
H -2.224 -0.278 -1.581
H -2.415 -1.012 -3.233
C -1.954 0.954 5.042
C -3.191 1.389 4.451
N -4.208 1.773 3.995
H -1.162 1.682 4.864
H -1.703 -0.065 4.747
H -2.159 0.910 6.111
C -0.246 -2.321 5.285
C 0.694 -3.165 4.470
N 1.387 -3.825 3.851
H -0.142 -2.862 6.226
H -1.267 -2.420 4.919
H 0.069 -1.287 5.432
C 2.649 -3.456 0.663
C 3.789 -2.575 0.461
N 4.740 -1.884 0.313
H 1.698 -2.924 0.703
H 2.955 -3.851 1.632
H 2.733 -4.262 -0.065
```

***

[3]
Below is C28H36N8O2Sr as an isolated structure, with properties calculated with ωB97M-V with the def2-TZVPD basis set.

## Properties
Kohn-Sham gap: 6.675 eV
HOMO: -6.271 eV
E_LUMO: 0.40 eV
charge: 0

Geometry as XYZ:
```
75
C28H36N8O2Sr, DFT ωB97M-V with the def2-TZVPD basis set
Sr 0.229 -0.532 0.194
N 4.404 1.464 -0.457
C 3.082 1.207 -0.341
O 2.723 0.320 0.443
C 2.137 2.039 -1.191
C 0.664 1.866 -0.838
H 5.052 0.877 0.037
H 4.740 2.145 -1.114
H 2.319 1.702 -2.221
H 2.565 3.058 -1.171
H 0.055 2.267 -1.656
H 0.442 2.511 0.034
C -3.262 -2.122 0.297
N -1.822 -2.168 0.089
C -1.302 -3.351 0.114
C 0.088 -3.676 -0.056
C 0.638 -4.957 0.036
C 2.010 -4.809 -0.174
C 2.217 -3.443 -0.382
N 1.074 -2.735 -0.316
C -4.067 -2.160 -0.983
C -5.332 -2.739 -0.986
C -6.118 -2.733 -2.133
C -5.645 -2.138 -3.294
C -4.379 -1.564 -3.306
C -3.594 -1.583 -2.161
H -3.497 -1.194 0.830
H -3.599 -2.934 0.953
H -1.948 -4.216 0.301
H 0.096 -5.872 0.223
H 2.762 -5.582 -0.185
H 3.155 -2.940 -0.570
H -5.704 -3.203 -0.080
H -7.093 -3.202 -2.115
H -6.252 -2.134 -4.190
H -3.996 -1.101 -4.206
H -2.596 -1.161 -2.183
C -3.142 1.671 4.768
C -2.827 2.151 3.368
N -1.979 1.158 2.736
C -0.921 0.574 3.387
N -0.067 -0.084 2.671
C 1.015 -0.783 3.365
C 1.450 -0.028 4.605
C 0.244 0.161 5.499
N -0.885 0.695 4.744
C -1.843 1.476 5.518
H -3.686 0.725 4.707
H -3.769 2.389 5.297
H -2.342 3.136 3.411
H -3.728 2.258 2.764
H -1.860 1.251 1.737
H 1.861 -0.895 2.683
H 0.699 -1.798 3.636
H 1.854 0.943 4.310
H 2.228 -0.564 5.149
H 0.459 0.864 6.308
H -0.041 -0.789 5.964
H -1.402 2.449 5.768
H -2.014 0.951 6.460
N -6.585 0.717 -1.009
C -6.401 2.004 -0.637
O -7.321 2.793 -0.535
C -4.988 2.452 -0.359
C -4.777 3.776 -0.004
C -3.486 4.209 0.228
C -2.445 3.300 0.101
N -2.627 2.021 -0.233
C -3.880 1.624 -0.459
H -7.515 0.445 -1.276
H -5.836 0.072 -1.189
H -5.632 4.436 0.071
H -3.280 5.236 0.499
H -1.414 3.598 0.256
H -3.983 0.585 -0.742
```

***

[4]
Below is C42H37P2RuS as an isolated structure, with properties calculated with ωB97M-V with the def2-TZVPD basis set.

## Properties
Kohn-Sham gap (spin up / spin down): 6.565 / 3.628 eV
HOMO (spin up / spin down): -12.212 / -13.737 eV
E_LUMO (spin up / spin down): -5.65 / -10.11 eV
charge: +2
multiplicity: 6

Geometry as XYZ:
```
83
C42H37P2RuS, DFT ωB97M-V with the def2-TZVPD basis set
C -0.285 2.423 -2.403
C 0.290 2.502 -1.116
C 1.611 2.947 -0.953
C 2.320 3.444 -2.040
C 1.766 3.355 -3.313
C 0.487 2.807 -3.512
P -0.475 1.497 0.244
C 0.095 2.470 1.669
C 0.840 1.757 2.607
C 1.312 2.415 3.734
C 1.065 3.777 3.917
C 0.292 4.477 2.973
C -0.231 3.826 1.848
Ru 0.483 -0.415 0.501
P 0.784 -1.998 -0.942
C 2.362 -1.173 -1.483
C 2.678 -0.972 -2.842
C 3.834 -0.213 -3.133
C 4.551 0.376 -2.092
C 4.154 0.284 -0.759
C 2.983 -0.423 -0.457
C 1.203 -3.683 -0.548
C 0.142 -4.515 -0.135
C 0.453 -5.825 0.229
C 1.787 -6.261 0.180
C 2.839 -5.384 -0.154
C 2.550 -4.063 -0.481
C -0.435 -2.066 -2.275
C -1.708 -1.480 -2.119
C -2.580 -1.487 -3.215
C -2.239 -2.171 -4.386
C -1.012 -2.847 -4.474
C -0.127 -2.839 -3.400
C -2.220 1.901 0.063
C -2.697 3.063 -0.562
C -4.069 3.320 -0.592
C -4.972 2.437 0.006
C -4.491 1.290 0.645
C -3.126 1.015 0.667
H -0.867 -4.086 -0.100
H -0.348 -6.523 0.482
H 1.994 -7.308 0.400
H 3.879 -5.702 -0.177
H 3.322 -3.323 -0.726
H 2.051 -1.457 -3.594
H 4.236 -0.091 -4.143
H 5.484 0.881 -2.299
H 4.830 0.676 0.011
H 2.522 -0.452 0.578
H -1.992 -1.050 -1.152
H -3.519 -0.935 -3.182
H -2.878 -2.116 -5.271
H -0.697 -3.318 -5.403
H 0.825 -3.379 -3.392
H -2.022 3.757 -1.066
H -4.425 4.206 -1.120
H -6.042 2.624 -0.060
H -5.194 0.588 1.087
H -2.784 0.090 1.130
H 1.079 0.675 2.475
H 1.900 1.843 4.441
H 1.473 4.278 4.798
H 0.095 5.540 3.109
H -0.894 4.364 1.150
H 2.131 2.896 0.010
H 3.334 3.812 -1.902
H 2.372 3.682 -4.144
H 0.086 2.676 -4.506
H -1.266 1.955 -2.491
H 0.505 0.229 -2.172
H 0.703 0.273 -1.327
S -0.899 -1.709 1.919
C -1.357 -1.175 3.486
C -2.709 -0.891 3.812
C -3.026 -0.487 5.107
C -2.036 -0.319 6.093
C -0.701 -0.572 5.735
C -0.359 -0.972 4.454
H -3.467 -0.941 3.025
H -4.063 -0.277 5.348
H -2.282 0.027 7.105
H 0.114 -0.450 6.436
H 0.678 -1.108 4.138
```

***

[5]
Below is a 2-piece molecular cluster, C42H49N3O3 overall, with properties calculated with ωB97M-V with the def2-TZVPD basis set.

## Properties
Kohn-Sham gap: 3.569 eV
HOMO: -5.145 eV
E_LUMO: -1.58 eV
charge: 0

Geometry as XYZ:
```
97
C42H49N3O3, DFT ωB97M-V with the def2-TZVPD basis set
C 6.437 -0.227 3.190
C 4.980 0.116 3.200
C 4.094 -0.578 2.373
C 2.754 -0.184 2.222
C 1.961 -0.769 1.101
C 2.267 0.862 3.023
N 0.935 1.323 2.839
C -0.199 0.573 2.809
N -1.258 1.428 2.791
C -2.609 1.106 3.013
C -2.912 0.190 4.080
C -1.926 -0.196 4.987
C -4.274 -0.231 4.219
C -5.276 0.285 3.408
C -6.710 -0.157 3.543
C -4.948 1.284 2.482
C -3.625 1.689 2.252
C -3.379 2.730 1.210
C -0.757 2.734 2.625
C 0.573 2.662 2.630
C 3.129 1.541 3.904
C 2.679 2.673 4.777
C 4.473 1.161 3.972
H 6.966 0.285 3.995
H 6.583 -1.305 3.301
H 6.913 0.068 2.245
H 4.481 -1.407 1.775
H 0.885 -0.765 1.298
H 2.135 -0.236 0.153
H 2.261 -1.808 0.940
H -2.110 -1.024 5.654
H -0.253 -0.444 3.166
H -1.118 0.473 5.250
H -4.529 -0.948 5.002
H -7.216 -0.174 2.568
H -6.778 -1.157 3.984
H -7.282 0.531 4.185
H -5.742 1.754 1.908
H -4.247 2.784 0.547
H -3.277 3.726 1.659
H -2.504 2.531 0.585
H -1.405 3.591 2.576
H 1.304 3.441 2.549
H 3.459 2.858 5.528
H 2.551 3.613 4.217
H 1.754 2.464 5.331
H 5.151 1.718 4.621
C 5.191 -4.138 0.435
C 4.086 -5.155 0.751
C 3.407 -5.557 -0.557
C 4.743 -6.387 1.382
C 3.061 -4.557 1.741
C 1.783 -4.205 1.404
C 0.830 -3.694 2.358
C -0.380 -3.062 1.953
C -1.632 -3.367 2.611
C -1.844 -3.020 3.969
C -3.035 -3.301 4.610
C -4.071 -3.937 3.905
N -5.390 -3.837 4.427
O -6.346 -4.381 3.831
O -5.533 -3.126 5.459
C -3.860 -4.380 2.586
C -2.690 -4.049 1.936
C 1.156 -3.927 3.727
C 2.449 -4.089 4.144
C 2.846 -4.028 5.634
C 3.715 -5.235 5.990
C 1.619 -4.026 6.547
C 3.651 -2.748 5.901
C 3.491 -4.181 3.099
O 4.684 -3.866 3.338
H 5.678 -3.829 1.365
H 5.942 -4.594 -0.225
H 4.778 -3.250 -0.062
H 2.580 -6.250 -0.372
H 3.033 -4.681 -1.097
H 4.121 -6.064 -1.213
H 3.980 -7.127 1.651
H 5.445 -6.839 0.672
H 5.291 -6.091 2.281
H 1.441 -4.326 0.373
H -0.421 -2.669 0.936
H -1.092 -2.416 4.476
H -3.214 -3.006 5.640
H -4.658 -4.935 2.104
H -2.532 -4.351 0.898
H 0.360 -3.913 4.466
H 4.629 -5.221 5.391
H 3.982 -5.202 7.052
H 3.166 -6.162 5.795
H 0.994 -3.141 6.379
H 1.017 -4.932 6.402
H 1.944 -4.006 7.593
H 3.071 -1.859 5.624
H 3.906 -2.692 6.967
H 4.571 -2.758 5.309
```

***

[6]
Below is one molecule with the formula C6H9N, with properties calculated with ωB97M-V with the def2-TZVPD basis set.

## Properties
Kohn-Sham gap (spin up / spin down): 7.247 / 7.589 eV
HOMO (spin up / spin down): -8.037 / -8.401 eV
E_LUMO (spin up / spin down): -0.79 / -0.81 eV
charge: 0
energy above the lowest of the compared OMol25 structures with the same formula, charge and spin: 547.20 kJ/mol

Geometry as XYZ:
```
16
C6H9N, DFT ωB97M-V with the def2-TZVPD basis set
C 0.034 -0.969 -1.230
C 0.091 -0.566 0.220
C 0.603 0.758 0.591
C 0.566 1.953 -0.070
C 0.576 2.289 -1.448
C -1.004 -1.028 1.144
N 0.333 -1.570 1.266
H -0.395 -0.167 -1.840
H -0.573 -1.873 -1.348
H 1.040 -1.163 -1.614
H 0.843 0.817 1.652
H 0.497 2.734 0.694
H 0.122 3.302 -1.525
H -1.333 -0.394 1.967
H -1.793 -1.629 0.696
H 0.393 -2.494 0.846
```

***

[7]
Below is a 2-piece molecular cluster, C4H11NO4P overall, with properties calculated with ωB97M-V with the def2-TZVPD basis set.

## Properties
Kohn-Sham gap (spin up / spin down): 8.441 / 6.735 eV
HOMO (spin up / spin down): -4.898 / -3.617 eV
E_LUMO (spin up / spin down): 3.54 / 3.12 eV
charge: -1
energy above the lowest of the compared OMol25 structures with the same formula, charge and spin: 288.92 kJ/mol

Geometry as XYZ:
```
21
C4H11NO4P, DFT ωB97M-V with the def2-TZVPD basis set
C -0.714 1.112 2.054
C -2.241 0.077 -1.486
C -1.779 0.847 -0.315
C -0.702 0.336 0.720
N 3.160 -2.447 -1.008
O 2.495 0.383 -1.165
O 1.074 2.374 -0.299
O 2.742 1.265 1.245
O 0.530 -0.033 0.206
P 1.762 1.129 0.102
H -0.196 2.057 1.906
H -1.772 1.333 2.398
H 0.058 0.585 2.689
H -1.507 -0.464 -2.059
H -2.939 0.486 -2.194
H -0.935 1.637 -0.553
H -2.623 1.327 0.204
H 2.138 -2.479 -0.741
H 3.082 -1.374 -1.231
H 3.691 -2.474 -0.179
H 1.781 0.276 -1.804
```

***

[8]
Below is one molecule with the formula C8H13N, with properties calculated with ωB97M-V with the def2-TZVPD basis set.

## Properties
Kohn-Sham gap: 10.392 eV
HOMO: -9.324 eV
E_LUMO: 1.07 eV
charge: 0
energy above the lowest of the compared OMol25 structures with the same formula, charge and spin: 302.76 kJ/mol

Geometry as XYZ:
```
22
C8H13N, DFT ωB97M-V with the def2-TZVPD basis set
C 0.909 -0.752 1.781
C 1.267 -0.523 0.387
C 1.183 0.855 -0.214
C 0.117 0.469 -1.342
C 0.335 -1.252 -0.576
C -0.954 -0.388 -0.730
C -1.782 0.241 0.357
C -2.089 1.559 0.445
H 1.251 -1.796 2.122
H 1.336 0.129 2.295
H -0.217 -0.569 2.014
H 2.289 -0.937 0.039
H 0.865 1.711 0.421
H 2.158 1.177 -0.623
H 0.002 1.355 -2.029
H 0.241 -1.168 -2.488
H 0.222 -2.333 -0.385
H -1.529 -0.684 -1.613
H -2.033 -0.466 1.196
H -1.788 2.167 -0.486
H -2.624 1.965 1.291
N 0.841 -0.759 -1.862
```

***

[9]
Below is a 2-piece molecular cluster, C4H5NO2 overall, with properties calculated with ωB97M-V with the def2-TZVPD basis set.

## Properties
Kohn-Sham gap: 8.988 eV
HOMO: -8.793 eV
E_LUMO: 0.20 eV
charge: 0
energy above the lowest of the compared OMol25 structures with the same formula, charge and spin: 453.78 kJ/mol

Geometry as XYZ:
```
12
C4H5NO2, DFT ωB97M-V with the def2-TZVPD basis set
O 0.848 -1.354 -0.830
C 1.330 -0.234 -0.492
C 0.776 0.598 0.527
C -0.721 1.231 0.188
N -0.506 0.198 1.083
C -0.927 -1.430 -0.065
O -1.902 -1.372 -0.742
H 2.200 -0.091 -1.139
H 1.476 1.262 1.059
H -1.372 1.038 -0.685
H -0.595 2.298 0.407
H -0.608 -2.143 0.689
```

***

- charge of number 3 (C28H36N8O2Sr)?
  0

***

Repeat the sixth record exactly.
Below is one molecule with the formula C6H9N, with properties calculated with ωB97M-V with the def2-TZVPD basis set.

## Properties
Kohn-Sham gap (spin up / spin down): 7.247 / 7.589 eV
HOMO (spin up / spin down): -8.037 / -8.401 eV
E_LUMO (spin up / spin down): -0.79 / -0.81 eV
charge: 0
energy above the lowest of the compared OMol25 structures with the same formula, charge and spin: 547.20 kJ/mol

Geometry as XYZ:
```
16
C6H9N, DFT ωB97M-V with the def2-TZVPD basis set
C 0.034 -0.969 -1.230
C 0.091 -0.566 0.220
C 0.603 0.758 0.591
C 0.566 1.953 -0.070
C 0.576 2.289 -1.448
C -1.004 -1.028 1.144
N 0.333 -1.570 1.266
H -0.395 -0.167 -1.840
H -0.573 -1.873 -1.348
H 1.040 -1.163 -1.614
H 0.843 0.817 1.652
H 0.497 2.734 0.694
H 0.122 3.302 -1.525
H -1.333 -0.394 1.967
H -1.793 -1.629 0.696
H 0.393 -2.494 0.846
```